No. 1
This record from the Open Molecules 2025 dataset describes a 2-piece molecular cluster, C2HBrF2S overall. The level of theory is ωB97M-V/def2-TZVPD.

Computed properties:
Energy above the lowest of the compared OMol25 structures with the same formula, charge and spin: 2.941 eV
Highest occupied orbital energy (spin up / spin down): -0.3363 / -0.3364 Eh
Frontier orbital gap (spin up / spin down): 4.694 / 4.697 eV

The geometry in ORCA input format:
```
! wB97M-V def2-TZVPD RIJCOSX def2/J DEFGRID3
* xyz 0 1
C 0.869 -0.177 0.427
C 0.018 -0.011 -0.572
F -0.671 -0.908 -1.105
F -0.193 1.148 -1.268
S 1.180 -1.726 1.059
Br -2.568 0.957 0.654
H 1.365 0.717 0.806
*
```

No. 2
This record from the Open Molecules 2025 dataset describes C8H10ClN3O3 in the gas phase. The level of theory is ωB97M-V/def2-TZVPD.

Computed properties:
Structure (SMILES): O=[N+]([O-])N1CC=C(Cl)N=C1OC1CCC1
Energy above the lowest of the compared OMol25 structures with the same formula, charge and spin: 3.168 eV
Highest occupied orbital energy: -0.3201 Eh
Frontier orbital gap: 9.042 eV

The geometry in ORCA input format:
```
! wB97M-V def2-TZVPD RIJCOSX def2/J DEFGRID3
* xyz 0 1
O -1.012 2.455 -1.334
N -1.962 2.433 -0.620
O -2.706 3.363 -0.463
N -2.244 1.412 0.268
C -3.525 1.266 0.915
C -4.079 -0.136 0.733
C -3.304 -1.091 0.197
Cl -3.851 -2.694 -0.131
N -1.993 -0.940 -0.035
C -1.356 0.132 0.179
O -0.115 0.445 0.088
C 0.921 -0.460 -0.478
C 2.147 0.331 -1.068
C 3.061 -0.204 -0.119
C 1.940 -1.066 0.537
H -4.363 1.921 0.590
H -3.574 1.406 2.029
H -5.085 -0.277 0.751
H 0.404 -1.091 -1.199
H 2.244 1.499 -1.023
H 2.044 0.048 -2.141
H 3.880 -0.576 -0.607
H 3.346 0.559 0.577
H 2.117 -2.149 0.469
H 1.775 -0.795 1.585
*
```

No. 3
This record from the Open Molecules 2025 dataset describes C5H9NO2 as an isolated structure. The level of theory is ωB97M-V/def2-TZVPD.

Computed properties:
Energy above the lowest of the compared OMol25 structures with the same formula, charge and spin: 3.104 eV
Highest occupied orbital energy: -0.3439 Eh
Frontier orbital gap: 10.074 eV

The geometry in ORCA input format:
```
! wB97M-V def2-TZVPD RIJCOSX def2/J DEFGRID3
* xyz 0 1
C -0.338 0.305 -0.930
C -1.356 -0.689 -0.411
C 2.477 0.890 0.007
C -0.933 -1.688 0.652
N -0.989 1.422 -0.557
C -2.012 0.641 0.059
O 1.157 0.636 0.474
O -2.965 0.930 0.715
H 0.559 1.489 0.526
H 0.358 0.221 -1.754
H -1.921 -1.177 -1.210
H 3.049 1.414 0.777
H 2.942 -0.075 -0.192
H 2.465 1.486 -0.910
H -1.811 -2.046 1.192
H -0.257 -1.220 1.362
H -0.425 -2.540 0.201
*
```

No. 4
This record from the Open Molecules 2025 dataset describes a 2-piece molecular cluster, C22H42IN2O2PS overall. The level of theory is ωB97M-V/def2-TZVPD.

Computed properties:
Highest occupied orbital energy: -0.2164 Eh
Frontier orbital gap: 4.809 eV

The geometry in ORCA input format:
```
! wB97M-V def2-TZVPD RIJCOSX def2/J DEFGRID3
* xyz 0 1
C -1.407 2.645 0.270
C -0.283 1.994 -0.535
C -0.275 0.463 -0.672
C 0.379 -0.384 0.434
C -0.607 -1.360 1.141
C -2.019 -0.826 1.383
C -3.123 -1.443 0.480
C -3.801 -0.445 -0.474
N -5.198 -0.193 -0.166
C -6.321 -0.706 -0.752
C -7.407 -0.130 -0.122
C -6.922 0.764 0.862
C -5.541 0.703 0.809
O 0.758 0.533 1.454
C 1.967 0.274 2.082
C 3.120 0.394 1.100
C 4.435 0.243 1.857
C 4.679 1.372 2.899
C 3.095 1.783 0.448
O 4.401 2.130 0.001
C 4.329 3.002 -1.112
N 2.912 -0.626 -0.044
S 4.166 -1.909 -0.131
C 1.547 -1.308 -0.007
P 1.331 -2.323 -1.602
C 1.939 -1.287 -3.010
C -0.450 -2.550 -2.001
C -0.487 -3.359 -3.318
H -1.286 3.729 0.211
H -1.336 2.434 1.375
H -2.397 2.413 -0.124
H 0.646 2.424 -0.176
H -0.396 2.351 -1.566
H 0.263 0.272 -1.605
H -1.295 0.149 -0.871
H -0.153 -1.500 2.126
H -0.608 -2.349 0.681
H -2.078 0.258 1.399
H -2.279 -1.136 2.392
H -2.739 -2.311 -0.054
H -3.910 -1.824 1.128
H -3.758 -0.848 -1.489
H -3.296 0.515 -0.512
H -6.305 -1.416 -1.558
H -8.439 -0.311 -0.369
H -7.506 1.390 1.513
H -4.811 1.243 1.387
H 1.997 -0.703 2.588
H 2.066 1.008 2.875
H 5.299 0.258 1.203
H 4.482 -0.694 2.410
H 5.068 0.955 3.821
H 3.821 2.013 3.062
H 5.461 2.021 2.510
H 2.740 2.495 1.193
H 2.445 1.804 -0.428
H 4.114 2.457 -2.037
H 3.548 3.755 -0.987
H 5.269 3.533 -1.218
H 3.067 -0.124 -0.919
H 3.654 -2.788 0.745
H 1.631 -2.063 0.769
H 2.930 -0.884 -2.809
H 1.232 -0.513 -3.304
H 2.044 -1.977 -3.842
H -0.953 -3.159 -1.260
H -0.979 -1.619 -2.195
H -0.073 -2.793 -4.148
H 0.133 -4.251 -3.220
H -1.506 -3.672 -3.520
I -1.190 2.001 3.645
*
```